ORCA calculation (ωB97M-V/def2-TZVPD) on a 13-piece molecular cluster, C39H74O39 overall at a distorted geometry.

The molar mass is 1167.0 g mol⁻¹. The HOMO-LUMO gap comes out at 10.7287 eV. Its maximum force is 5.653 eV Å⁻¹. The calculation puts the LUMO energy at 0.5 eV. For the energy above the lowest of the compared OMol25 structures with the same formula, charge and spin, the calculation gives 49.94 kcal per mole.

XYZ file:
```
152
Properties=species:S:1:pos:R:3:forces:R:3
C 1.3085 4.2313 3.3637 0.7 2.0 -0.3
C 0.6800 2.9582 3.6854 -1.3 -0.6 0.1
O -0.6575 3.2062 3.1539 -0.6 -2.8 1.3
C -0.7254 4.2284 2.3689 -1.4 2.5 -1.2
O -1.7331 4.6377 1.7991 1.9 -1.1 0.8
O 0.4602 4.8527 2.3441 1.2 0.0 0.0
H 2.3433 4.1052 3.0450 -0.2 0.5 -0.3
H 1.2487 4.8472 4.2610 0.3 0.5 -0.3
H 0.6021 2.8887 4.7703 -0.1 -0.8 -0.3
H 1.1457 2.0900 3.2191 -0.5 -0.1 0.1
C -1.7780 0.1898 0.1535 -2.0 2.4 -0.5
C -0.9273 1.4302 -0.0891 0.1 0.7 1.3
O 0.2882 0.9426 0.5026 0.6 0.9 -0.6
C 0.2656 -0.3712 0.4669 5.0 -1.0 2.5
O 1.2314 -1.0384 0.8295 -1.2 0.6 -1.0
O -0.8679 -0.8586 0.1574 -1.9 -1.8 -1.4
H -2.5319 0.1951 -0.6337 -0.1 -0.9 0.2
H -2.2164 0.2405 1.1501 -0.3 0.0 -0.1
H -1.1907 2.2787 0.5423 -0.6 -0.1 0.0
H -0.7805 1.8395 -1.0886 0.1 -0.8 -0.2
C 2.4112 -4.4487 0.7350 -0.1 -0.1 -0.4
O 3.4076 -4.9909 1.6174 -0.3 0.0 -2.3
C 3.1831 -5.0779 2.8796 -1.9 1.7 2.7
O 2.2044 -4.5643 3.4843 3.0 -2.1 -1.3
O 4.2825 -5.7135 3.3497 -0.5 -0.1 0.1
C 4.3021 -6.1958 4.6757 0.0 0.5 1.0
H 2.6547 -4.8293 -0.2570 0.3 0.3 0.1
H 2.4299 -3.3590 0.7523 -0.1 -0.1 0.1
H 1.4009 -4.8157 0.9161 0.1 0.0 0.6
H 3.7250 -7.1145 4.7809 -0.3 0.2 0.0
H 3.9996 -5.3951 5.3505 -0.6 -0.2 0.1
H 5.3202 -6.4193 4.9947 0.2 0.0 -0.7
C -0.5978 -0.4845 -3.6733 1.4 -1.9 -0.7
O -0.1334 0.7143 -3.1599 0.0 2.8 0.6
C 0.7636 1.5168 -3.7726 2.5 -0.9 -0.7
O 1.5212 1.2015 -4.7003 -2.3 0.9 1.9
O 0.8434 2.6572 -3.0307 -0.5 -0.4 0.0
C 1.7847 3.7169 -3.3309 0.4 -0.5 -0.7
H -0.5499 -0.5144 -4.7619 -0.5 0.1 0.0
H -1.5328 -0.8071 -3.2152 -0.2 0.8 -0.3
H 0.1184 -1.2444 -3.3608 0.1 -0.3 -0.1
H 2.0018 4.3225 -2.4510 -0.7 -0.3 0.2
H 1.3824 4.3268 -4.1398 0.1 0.0 0.1
H 2.7614 3.3201 -3.6077 -0.2 -0.3 -0.3
C -5.5339 -1.7562 2.0638 0.3 -1.1 0.9
O -4.9652 -0.6611 1.3067 -0.6 -1.5 0.0
C -5.2122 0.5602 1.7091 -2.0 1.8 2.9
O -5.9171 0.8628 2.6987 2.1 -0.4 -3.0
O -4.5624 1.3696 0.8644 0.8 -0.7 -0.3
C -4.5896 2.7756 0.9813 -1.6 1.2 0.7
H -5.3527 -1.7095 3.1376 0.6 0.5 -0.2
H -5.0501 -2.6542 1.6795 0.2 0.2 -0.1
H -6.5965 -1.9989 2.0525 -0.3 1.1 -1.0
H -5.6412 3.0557 0.9195 -0.1 0.3 0.2
H -4.1131 3.3102 0.1596 0.4 -0.8 -0.1
H -4.1952 3.1637 1.9204 0.2 -0.4 0.0
C -0.0700 -3.4808 -1.6539 -0.7 -1.0 -0.8
O 1.2391 -3.6858 -2.2541 -0.3 0.4 2.1
C 1.4147 -3.9287 -3.5208 -2.1 0.2 -4.5
O 0.5103 -3.9162 -4.4335 3.8 -0.2 3.6
O 2.7602 -4.1123 -3.6909 -1.3 -0.2 -0.8
C 3.2863 -4.2950 -5.0260 0.1 -0.2 -0.8
H -0.1184 -2.7395 -0.8563 0.8 0.4 -0.7
H -0.4158 -4.3798 -1.1437 0.5 -0.5 -0.2
H -0.7945 -3.3488 -2.4575 0.0 0.4 0.1
H 3.1215 -5.2602 -5.5049 -0.5 -0.5 0.8
H 4.3726 -4.2108 -4.9927 -0.2 0.4 0.5
H 2.8930 -3.6240 -5.7896 -0.2 0.6 0.6
C 7.9113 -3.1883 -3.1534 0.6 1.1 1.2
O 6.4920 -3.0761 -3.0749 -0.9 -1.4 -1.1
C 5.9219 -2.3656 -2.1056 2.0 2.9 1.7
O 6.5791 -1.6973 -1.2761 -1.9 -1.9 -1.7
O 4.6002 -2.3408 -2.2790 0.5 0.2 -0.1
C 3.7914 -1.5465 -1.3689 0.0 -0.4 0.1
H 8.2553 -2.1784 -2.9299 0.6 -0.2 0.2
H 8.3511 -3.4890 -4.1043 -1.2 0.0 -0.4
H 8.3017 -3.9073 -2.4332 -0.2 0.2 0.3
H 2.8485 -1.3273 -1.8699 0.1 -0.4 -0.2
H 4.2097 -0.5816 -1.0823 0.6 -0.3 0.0
H 3.6115 -2.1875 -0.5059 -0.1 0.4 0.1
C 6.4722 3.3610 -2.5043 -0.1 0.9 0.2
O 5.2493 3.8251 -1.8980 -1.3 -1.5 1.6
C 4.7661 3.0439 -0.8763 0.0 -0.9 2.1
O 5.3427 2.1383 -0.2637 -1.3 2.1 -2.1
O 3.5064 3.5064 -0.5117 1.7 1.1 -1.5
C 2.6161 2.7853 0.2866 -0.4 -2.1 0.5
H 6.3387 2.4058 -3.0120 0.0 0.1 0.2
H 7.2649 3.3461 -1.7563 0.0 -0.3 -0.1
H 6.6510 4.1738 -3.2083 0.3 -0.4 -0.2
H 1.6019 3.1838 0.2585 0.3 0.5 -0.5
H 2.8395 2.6493 1.3448 0.8 0.6 0.1
H 2.5432 1.7507 -0.0488 0.0 0.0 -0.3
C -1.7703 -2.9593 2.8637 0.4 0.2 0.6
O -1.4406 -1.6012 3.2461 0.5 0.3 -0.9
C -2.3025 -0.8922 3.9427 -1.8 -0.2 1.6
O -3.3190 -1.3153 4.4634 0.5 0.1 -0.5
O -1.8951 0.3625 4.0600 2.0 0.6 -1.5
C -2.5768 1.3403 4.7954 -2.2 -0.2 1.6
H -2.8481 -3.1065 2.7950 0.2 0.1 0.0
H -1.3246 -3.6091 3.6168 -0.2 -0.1 0.0
H -1.2386 -3.1444 1.9304 -0.3 0.2 0.0
H -3.6288 1.3811 4.5128 -0.1 -0.2 -0.2
H -2.2504 2.3799 4.7687 1.0 -0.6 -0.8
H -2.5918 1.0688 5.8509 0.1 -0.2 0.1
C -1.0127 5.1719 -1.5076 0.1 0.6 -0.9
O -1.4398 6.4299 -0.9345 0.2 1.1 -1.0
C -1.4838 7.4542 -1.8603 -0.5 -0.7 -2.1
O -1.0604 7.4246 -3.0399 -1.0 0.1 3.7
O -2.2585 8.4178 -1.3182 0.9 -0.4 1.8
C -2.6061 9.6021 -2.0036 0.2 0.0 -2.2
H -1.6180 5.0606 -2.4073 0.3 -0.4 0.0
H -1.1532 4.3119 -0.8528 -0.3 0.7 0.4
H 0.0370 5.2481 -1.7912 -0.1 -0.1 0.0
H -3.2098 10.3716 -1.5224 -0.3 -1.1 1.2
H -3.1599 9.1999 -2.8519 0.0 0.8 -0.5
H -1.7685 10.2235 -2.3202 0.5 -0.7 -0.3
C 2.1412 -1.2876 3.9125 -0.2 -0.2 0.4
O 1.4182 -1.6547 5.1172 -0.8 2.2 0.8
C 0.9470 -0.6448 5.9041 -1.0 2.0 -0.3
O 0.8448 0.6040 5.6919 0.8 -4.4 0.4
O 0.4890 -1.2586 7.0168 0.4 -0.8 -1.1
C -0.2462 -0.5844 7.9994 0.4 1.8 0.6
H 1.6607 -1.7544 3.0527 0.2 -0.2 0.3
H 3.1249 -1.6962 4.1437 0.1 0.3 -0.7
H 2.1139 -0.2128 3.7331 0.2 0.0 0.3
H 0.4066 0.1437 8.4807 0.1 0.1 0.1
H -0.5790 -1.2580 8.7891 0.0 -0.3 -0.6
H -1.0592 0.0249 7.6047 -0.2 -0.4 -0.3
C -3.9001 -2.6371 -1.4586 -1.0 1.3 -0.7
O -3.7619 -3.8833 -0.8696 0.5 -1.5 1.0
C -3.3128 -4.9536 -1.5417 0.4 0.6 -3.0
O -2.8736 -4.9527 -2.6865 -0.5 0.3 1.6
O -3.4852 -6.0127 -0.8069 -0.6 -0.2 2.2
C -3.1786 -7.3064 -1.2508 0.7 -0.9 -0.9
H -2.9956 -2.1344 -1.8011 0.3 -0.4 0.2
H -4.4116 -2.0360 -0.7069 0.4 0.2 0.1
H -4.6097 -2.6563 -2.2857 0.2 -0.3 -0.3
H -3.4283 -8.0742 -0.5185 -0.5 0.6 0.4
H -2.1043 -7.4435 -1.3740 0.1 0.3 -0.4
H -3.7110 -7.5300 -2.1753 0.2 0.1 -0.1
C -5.5782 0.6655 -2.4187 -1.4 0.0 0.8
O -5.1207 1.4515 -3.5208 0.9 -0.2 -0.1
C -3.8363 1.8812 -3.5489 -0.4 -0.5 2.0
O -3.0268 1.7067 -2.6632 -0.3 -0.1 -0.3
O -3.6488 2.5695 -4.6382 -2.3 -0.1 -1.1
C -2.5851 3.4200 -4.7453 2.9 1.0 -0.5
H -5.5010 1.0862 -1.4161 0.8 0.6 -0.3
H -5.2611 -0.3714 -2.3074 0.6 0.1 -0.8
H -6.6589 0.6339 -2.5578 0.0 -0.1 -0.3
H -2.6134 4.3641 -4.2013 -0.5 -0.4 0.8
H -2.4418 3.7959 -5.7584 -0.6 -0.6 -0.3
H -1.6815 2.8604 -4.5035 0.2 0.3 0.3
```
Forces are in eV/Å.